# C31H28Cl3O6SiTl

C31H28Cl3O6SiTl as an isolated structure in a non-equilibrium geometry (ωB97M-V/def2-TZVPD, the OMol25 dataset).

The geometry in XYZ format:
```
70
Properties=species:S:1:pos:R:3:forces:R:3:lowdin_charge:R:1
Tl 2.494808 -0.852898 -0.508550 0.145 -0.366 0.390 1.147
C -3.821704 -0.151942 -1.364868 0.122 -0.065 -0.027 0.020
C -2.769289 0.515008 -0.491639 -0.404 0.022 -0.036 -0.563
C -3.373032 1.637724 0.326252 0.172 -0.014 0.047 0.030
O -1.725266 1.006141 -1.344388 0.137 -0.019 -0.069 -0.013
C -0.500636 0.356479 -1.052200 0.136 -0.077 0.134 -0.155
C -1.005227 -0.889366 -0.278373 0.080 0.112 -0.090 -0.164
O -2.164200 -0.417500 0.379343 0.211 0.072 0.113 0.003
C -0.120209 -1.822453 0.583501 -0.391 -0.529 0.331 -0.390
O 0.923930 -2.280926 -0.251228 0.589 0.517 -0.135 -0.227
C -0.926202 -3.128465 0.872085 0.141 0.071 -0.105 -0.103
C -0.941141 -3.737949 2.124593 -0.124 -0.034 -0.070 -0.012
C -1.585122 -4.955539 2.317697 0.010 -0.002 -0.034 -0.075
C -2.216679 -5.592861 1.262537 0.023 0.013 0.029 -0.094
C -2.194507 -5.002458 0.006819 0.017 0.020 -0.060 -0.076
C -1.543601 -3.794164 -0.187488 -0.048 -0.054 0.076 -0.023
C 0.344124 -1.264429 1.932535 0.022 -0.050 -0.153 -0.183
C 1.658536 -1.439513 2.351565 -0.008 0.045 0.085 -0.076
C 2.104597 -0.911503 3.557152 0.001 -0.110 0.009 -0.062
C 1.213495 -0.274045 4.405430 0.000 0.064 0.009 -0.083
C -0.121915 -0.175643 4.036695 -0.009 -0.063 -0.043 -0.072
C -0.556524 -0.670374 2.814650 0.089 0.142 -0.020 -0.033
C 0.575235 1.357416 -0.493422 -0.289 0.498 -0.129 -0.397
O 1.417449 0.720468 0.418526 0.525 -0.307 -0.495 -0.227
C 1.384055 1.870066 -1.701443 0.085 -0.150 0.117 -0.175
C 2.766297 2.008280 -1.577567 -0.005 0.190 -0.048 -0.067
C 3.551735 2.360256 -2.672626 -0.015 0.024 0.013 -0.087
C 2.960097 2.592752 -3.902166 -0.015 0.004 -0.001 -0.090
C 1.578818 2.487300 -4.028148 -0.025 0.032 -0.010 -0.064
C 0.796081 2.128246 -2.941900 0.073 -0.073 -0.009 -0.043
C -0.064695 2.550735 0.239524 0.138 -0.124 0.096 -0.114
C -0.076309 2.541449 1.630790 0.070 0.030 -0.020 -0.016
C -0.649234 3.587643 2.342097 -0.018 -0.003 -0.034 -0.073
C -1.209229 4.664071 1.669273 0.011 -0.043 0.014 -0.092
C -1.190067 4.682865 0.281550 -0.023 0.002 -0.036 -0.078
C -0.622207 3.635721 -0.430290 -0.023 0.007 0.074 -0.024
H -4.254095 0.590805 -2.036248 -0.011 -0.052 -0.009 0.093
H -4.605846 -0.572439 -0.735215 -0.001 0.010 -0.038 0.093
H -3.376644 -0.948310 -1.963720 -0.029 0.014 0.016 0.088
H -3.674596 2.446779 -0.338763 -0.043 -0.013 0.035 0.098
H -2.640172 2.014501 1.038848 -0.040 0.035 -0.028 0.075
H -4.244301 1.265725 0.866629 0.006 0.036 -0.007 0.095
H -0.085014 -0.015408 -1.995067 -0.088 -0.044 -0.047 0.132
H -1.312600 -1.535133 -1.105851 -0.051 -0.039 0.024 0.127
H -0.449553 -3.278205 2.968905 -0.005 0.034 -0.006 0.111
H -1.585092 -5.406024 3.302941 0.014 0.008 -0.022 0.102
H -2.704108 -6.548700 1.410706 -0.030 0.048 0.006 0.100
H -2.678286 -5.488432 -0.832373 0.040 -0.004 0.023 0.102
H -1.504056 -3.386132 -1.188727 0.005 -0.035 0.023 0.112
H 2.345169 -2.038819 1.758849 -0.007 -0.034 0.022 0.096
H 3.144411 -1.022241 3.840215 -0.032 -0.037 0.016 0.108
H 1.553070 0.127729 5.351779 -0.009 0.001 -0.019 0.102
H -0.835049 0.301143 4.698730 0.018 -0.020 0.004 0.108
H -1.595272 -0.576625 2.534523 0.015 0.005 0.007 0.123
H 3.223907 1.902992 -0.600172 -0.010 -0.035 -0.006 0.114
H 4.623801 2.463963 -2.554448 -0.036 -0.017 0.008 0.108
H 3.563770 2.865793 -4.758970 -0.007 -0.016 0.028 0.105
H 1.109545 2.682912 -4.985376 0.008 -0.028 0.036 0.108
H -0.277077 2.029248 -3.061369 0.025 -0.016 -0.009 0.120
H 0.382378 1.712554 2.150632 -0.049 0.040 0.002 0.099
H -0.657652 3.556806 3.425196 0.027 0.013 -0.015 0.103
H -1.647284 5.487105 2.220019 -0.014 -0.019 -0.008 0.100
H -1.621715 5.519392 -0.254658 0.018 -0.007 0.007 0.103
H -0.619503 3.679757 -1.510513 -0.005 -0.025 0.021 0.108
O 4.603035 -1.366346 -0.850684 -1.050 0.582 -0.143 -0.327
O 4.703380 -2.387041 -1.852548 0.075 -0.359 0.313 -0.395
Cl 4.464339 -3.700245 -4.387159 0.059 -0.014 -0.233 0.428
Si 4.365397 -1.969288 -3.389667 -0.267 0.222 0.458 -0.756
Cl 5.478254 -0.478266 -4.141706 0.154 -0.008 -0.121 0.413
Cl 2.415196 -1.270143 -3.351053 -0.077 -0.007 -0.257 0.451
```
Positions in Å, forces in eV/Å.

The calculation puts the gap between HOMO and LUMO at 7.40 eV. The calculation puts the largest force on an atom at 1.21 eV/Å. As for the highest occupied orbital energy: -8.86 eV.